{
  "formula": "C21H34N2O4S",
  "method": "ωB97M-V with the def2-TZVPD basis set",
  "symbols": ["C", "C", "C", "C", "O", "C", "C", "C", "C", "C", "C", "N", "C", "O", "C", "C", "C", "C", "N", "S", "O", "O", "C", "C", "C", "C", "C", "C", "H", "H", "H", "H", "H", "H", "H", "H", "H", "H", "H", "H", "H", "H", "H", "H", "H", "H", "H", "H", "H", "H", "H", "H", "H", "H", "H", "H", "H", "H", "H", "H", "H", "H"],
  "coordinates": [[-6.741, -0.253, 1.984], [-5.567, -0.467, 1.037], [-6.039, -0.939, -0.336], [-4.903, -1.149, -1.343], [-4.320, 0.068, -1.757], [-3.228, 0.591, -1.130], [-2.452, -0.035, -0.161], [-1.348, 0.608, 0.369], [-0.989, 1.882, -0.045], [0.237, 2.567, 0.508], [0.258, 2.584, 2.037], [1.432, 1.891, 0.023], [2.329, 2.480, -0.781], [2.245, 3.639, -1.143], [3.548, 1.642, -1.183], [4.677, 1.900, -0.173], [4.400, 1.177, 1.141], [4.263, -0.322, 0.881], [3.254, -0.601, -0.113], [1.875, -1.373, 0.370], [1.469, -0.860, 1.655], [0.929, -1.303, -0.703], [2.384, -3.103, 0.644], [2.223, -3.931, -0.615], [3.210, -3.520, -1.699], [3.328, 0.133, -1.355], [-1.764, 2.503, -1.018], [-2.867, 1.872, -1.552], [-6.390, 0.081, 2.957], [-7.419, 0.500, 1.587], [-7.299, -1.178, 2.118], [-4.890, -1.210, 1.465], [-5.013, 0.468, 0.931], [-6.727, -0.200, -0.753], [-6.579, -1.883, -0.233], [-4.155, -1.842, -0.946], [-5.317, -1.584, -2.259], [-2.685, -1.026, 0.193], [-0.756, 0.091, 1.108], [0.293, 3.589, 0.121], [0.390, 1.575, 2.422], [-0.677, 2.988, 2.417], [1.078, 3.203, 2.393], [1.498, 0.915, 0.260], [3.858, 2.044, -2.154], [5.620, 1.540, -0.591], [4.767, 2.974, -0.006], [5.215, 1.347, 1.846], [3.476, 1.549, 1.586], [5.223, -0.729, 0.534], [3.964, -0.839, 1.794], [1.742, -3.452, 1.448], [3.414, -3.068, 0.987], [2.362, -4.987, -0.367], [1.207, -3.796, -0.986], [3.002, -2.506, -2.022], [3.121, -4.181, -2.558], [4.233, -3.571, -1.331], [4.168, -0.267, -1.941], [2.399, -0.064, -1.891], [-1.496, 3.491, -1.363], [-3.470, 2.349, -2.309]],
  "homo_energy_ev": -8.0,
  "multiplicity": 1,
  "smiles": "CCCCOc1ccc([C@@H](C)NC(=O)[C@H]2CCCN(S(=O)(=O)CCC)C2)cc1",
  "largest_force_ha_per_bohr": 0.0201,
  "relative_energy_kcal_mol": 5.8,
  "homo_lumo_gap_ev": 8.403,
  "e_tot_ha": -1629.27491
}

{
  "formula": "C21H34N4O4",
  "method": "ωB97M-V with the def2-TZVPD basis set",
  "symbols": ["C", "C", "C", "C", "C", "N", "C", "O", "C", "N", "C", "N", "C", "C", "O", "N", "C", "C", "C", "C", "C", "C", "C", "O", "O", "C", "C", "C", "C", "H", "H", "H", "H", "H", "H", "H", "H", "H", "H", "H", "H", "H", "H", "H", "H", "H", "H", "H", "H", "H", "H", "H", "H", "H", "H", "H", "H", "H", "H", "H", "H", "H", "H"],
  "coordinates": [[-5.294, 1.439, -1.390], [-4.340, 1.071, -0.253], [-5.111, 0.386, 0.871], [-3.216, 0.186, -0.799], [-2.041, -0.012, 0.169], [-0.884, -0.519, -0.533], [0.247, 0.190, -0.727], [0.408, 1.336, -0.348], [1.262, -0.585, -1.464], [0.996, -1.852, -1.911], [2.047, -2.229, -2.577], [3.002, -1.270, -2.589], [2.530, -0.211, -1.867], [3.304, 1.062, -1.836], [3.609, 1.578, -2.902], [3.676, 1.549, -0.644], [3.496, 0.910, 0.638], [2.742, 1.827, 1.601], [3.446, 3.178, 1.731], [2.666, 4.109, 2.652], [3.590, 3.779, 0.333], [4.358, 2.824, -0.577], [-2.335, -1.013, 1.291], [-2.203, -0.767, 2.461], [-2.683, -2.179, 0.767], [-2.915, -3.350, 1.594], [-4.071, -3.098, 2.559], [-3.278, -4.444, 0.590], [-1.635, -3.712, 2.346], [-5.744, 0.544, -1.813], [-4.766, 1.966, -2.182], [-6.091, 2.083, -1.025], [-3.896, 1.992, 0.138], [-5.521, -0.561, 0.526], [-5.936, 1.015, 1.200], [-4.471, 0.199, 1.728], [-3.614, -0.791, -1.080], [-2.807, 0.656, -1.697], [-1.746, 0.943, 0.618], [-0.922, -1.451, -0.923], [2.159, -3.181, -3.056], [3.885, -1.281, -3.075], [2.954, -0.027, 0.508], [4.492, 0.685, 1.047], [2.668, 1.339, 2.574], [1.736, 1.982, 1.211], [4.448, 3.021, 2.152], [3.166, 5.072, 2.737], [2.576, 3.677, 3.646], [1.666, 4.273, 2.258], [4.115, 4.735, 0.377], [2.598, 3.946, -0.088], [4.427, 3.215, -1.593], [5.371, 2.665, -0.185], [-3.812, -2.315, 3.266], [-4.291, -4.009, 3.109], [-4.960, -2.795, 2.010], [-3.468, -5.378, 1.110], [-4.168, -4.160, 0.035], [-2.463, -4.589, -0.114], [-1.779, -4.643, 2.886], [-1.380, -2.929, 3.056], [-0.812, -3.833, 1.646]],
  "homo_energy_ev": -9.1,
  "multiplicity": 1,
  "smiles": "CC(C)C[C@H](NC(=O)c1nc[nH]c1C(=O)N1CCC(C)CC1)C(=O)OC(C)(C)C",
  "largest_force_ha_per_bohr": 0.0194,
  "relative_energy_kcal_mol": 1.3,
  "homo_lumo_gap_ev": 9.732,
  "e_tot_ha": -1340.68682
}

{
  "formula": "C21H35AlF3O10",
  "method": "ωB97M-V with the def2-TZVPD basis set",
  "symbols": ["C", "C", "C", "O", "C", "C", "C", "O", "C", "C", "C", "C", "C", "C", "O", "O", "C", "C", "O", "H", "H", "H", "H", "H", "H", "H", "H", "H", "H", "H", "H", "H", "H", "O", "H", "H", "H", "F", "Al", "C", "O", "C", "C", "O", "C", "H", "H", "H", "H", "H", "H", "H", "H", "H", "H", "C", "C", "C", "O", "H", "H", "H", "H", "H", "H", "H", "F", "O", "H", "F"],
  "coordinates": [[-0.154, -0.484, 5.307], [1.440, -0.289, 5.160], [2.210, -1.551, 4.539], [2.621, -1.333, 3.189], [3.521, -0.229, 3.124], [4.734, -0.099, 3.896], [5.584, 1.274, 3.727], [6.833, 1.327, 3.786], [4.647, 2.579, 3.519], [4.951, 3.968, 4.111], [3.906, 5.102, 3.855], [2.592, 4.931, 3.053], [2.281, 3.535, 2.450], [0.923, 3.284, 1.648], [1.022, 3.755, 0.273], [1.118, 2.691, -0.566], [3.309, 2.413, 2.696], [3.017, 0.933, 2.134], [2.480, 0.717, 1.031], [-0.454, -0.051, 6.334], [-0.636, 0.233, 4.537], [-0.503, -1.559, 5.185], [1.885, -0.125, 6.214], [1.613, 0.710, 4.588], [3.086, -1.836, 5.216], [1.491, -2.450, 4.563], [5.036, -0.929, 4.612], [5.902, 4.110, 4.735], [4.104, 6.139, 4.294], [1.843, 5.791, 2.917], [0.592, 2.187, 1.608], [0.049, 3.877, 2.137], [2.078, 2.598, -0.810], [-1.238, -2.531, 2.953], [-1.885, -2.166, 2.299], [-0.305, -2.421, 2.638], [-1.437, -3.473, 3.169], [-0.021, 2.205, -1.989], [1.056, 2.254, 3.697], [-4.502, -0.054, -1.290], [-3.505, -1.065, -1.241], [-3.584, -1.962, -2.353], [-2.546, -1.624, -3.420], [-2.813, -0.362, -4.021], [-1.991, 0.679, -3.496], [-4.227, 0.730, -0.581], [-4.586, 0.391, -2.284], [-5.469, -0.474, -0.993], [-4.594, -1.968, -2.777], [-3.376, -2.965, -1.967], [-2.604, -2.387, -4.227], [-1.532, -1.651, -3.006], [-0.985, 0.600, -3.915], [-1.937, 0.650, -2.407], [-2.419, 1.637, -3.795], [-4.275, -2.556, -7.431], [-3.807, -4.013, -7.271], [-2.327, -4.122, -7.681], [-4.504, -4.769, -8.101], [-4.175, -2.198, -8.461], [-5.322, -2.439, -7.133], [-3.678, -1.893, -6.795], [-3.833, -4.224, -6.188], [-2.159, -3.820, -8.722], [-1.952, -5.144, -7.563], [-1.711, -3.467, -7.040], [-1.169, 5.367, 1.757], [5.815, 0.620, 0.725], [6.590, 0.553, 1.279], [-2.113, -3.159, -5.431]],
  "homo_energy_ev": -3.9,
  "charge": -1,
  "multiplicity": 1,
  "largest_force_ha_per_bohr": 0.0893,
  "homo_lumo_gap_ev": 1.601,
  "e_tot_ha": -2114.52867
}